Entry from the OMol25 dataset: C2H4NP in the gas phase (ωB97M-V/def2-TZVPD).

Last column: natural (NBO) charge in e.
Cartesian coordinates (Å):
N: -1.74241 0.02747 0.01307  -0.64
H: 0.08241 1.44317 0.03908  0.22
H: 2.87902 0.79897 0.31562  -0.05
P: 2.00975 -0.24545 0.00766  0.39
C: -0.69904 -0.57614 -0.12364  0.12
C: 0.49669 0.49467 -0.09531  -0.58
H: -2.70894 -0.36006 0.20177  0.37
H: -0.31748 -1.58262 -0.35825  0.17

Atomic forces in eV per Å
N -5.42 1.06 1.52
H -0.10 1.57 0.10
H 0.16 0.71 -0.05
P -1.10 0.02 -0.12
C 5.16 1.46 -1.27
C 0.43 -4.25 0.16
H 1.79 -0.33 -0.81
H -0.93 -0.23 0.47

SMILES: [H]/N=C/C=P/[H]
Frontier orbital gap in Ha: 0.344
Total charge: 0
LUMO energy in eV: -0.08

Entry from the OMol25 dataset: C11H21N3O3 in the gas phase (ωB97M-V/def2-TZVPD).

Last column: natural (NBO) charge in e.
Cartesian coordinates (Å):
C: 2.23284 -1.37866 -0.85446  -0.41
H: -2.80187 0.71922 3.82749  0.22
H: 0.98260 0.29159 -2.43630  0.22
C: -2.27295 -0.56416 2.11004  -0.23
H: -3.34307 -0.65563 1.94486  0.20
O: -0.31245 1.64891 -1.31060  -0.59
H: 2.24929 -0.66816 0.01116  0.21
H: 2.94477 -2.13066 -0.62620  0.21
O: 0.44835 -0.10399 1.82257  -0.56
C: 2.05593 0.47378 -2.74255  -0.22
H: 0.07070 -1.31309 -1.45733  0.22
N: -1.60078 -0.27694 0.82086  -0.51
C: -0.54602 1.91901 -0.16611  0.81
H: 3.16919 0.18245 -4.45986  0.35
C: -1.91987 1.79309 2.13378  -0.43
H: -0.76766 -3.66309 -0.20918  0.35
H: 2.61251 1.32674 -2.22081  0.15
C: -0.24195 -0.79629 1.16421  0.74
H: 0.94747 -2.47509 1.17932  0.20
H: 3.74028 -0.96057 -2.32537  0.19
N: 2.19608 0.45818 -4.12387  -0.83
O: 0.18024 2.83611 0.52292  -0.69
H: 0.89236 3.26931 -0.03587  0.50
H: -1.09395 2.44343 2.49779  0.24
H: -1.71280 -2.41432 -0.05857  0.37
C: 0.80352 -1.87636 -0.90525  -0.40
H: -1.10542 0.46839 3.64844  0.22
H: 2.31386 -1.66878 -2.91382  0.20
C: 0.15835 -2.07380 0.47316  -0.14
C: 2.65627 -0.89562 -2.23375  -0.39
C: -1.63542 1.21009 0.72030  -0.16
N: -1.00649 -2.95031 0.41882  -0.82
H: -2.58932 1.34997 0.16399  0.23
H: 0.81735 -2.85101 -1.38445  0.20
H: -1.84818 -1.42228 2.59002  0.22
H: 2.06211 1.44641 -4.40018  0.35
H: -2.81236 2.52278 2.10010  0.21
C: -2.02049 0.61185 3.04648  -0.43

Atomic forces in eV per Å
C -0.91 1.84 0.25
H 0.10 -0.14 -0.65
H 1.15 1.37 -0.46
C -0.87 0.64 0.41
H -0.12 -0.36 -0.04
O -0.55 0.08 0.06
H 0.54 0.06 -1.00
H 0.24 -1.18 0.66
O 2.06 0.65 1.20
C 0.63 -2.71 3.61
H 0.14 0.79 -0.62
N 1.71 -0.65 0.54
C 0.58 -0.72 1.01
H -1.65 0.57 0.82
C 0.54 2.65 -0.08
H 0.23 -1.53 -0.88
H -1.16 -0.89 -0.29
C -1.73 1.04 -2.65
H -0.81 -0.02 -0.74
H 0.26 0.48 0.02
N 1.26 1.48 -3.26
O 0.39 0.54 -0.46
H -1.35 -1.02 0.48
H -0.40 -0.42 -0.52
H -0.56 0.20 -0.07
C -0.16 -0.77 0.91
H -0.19 0.10 -0.62
H -0.29 -0.08 -0.40
C 0.98 -0.98 1.58
C 0.12 0.98 0.13
C -1.23 0.82 -0.47
N 0.06 0.99 0.89
H 0.69 0.19 -0.04
H -0.16 -0.37 -0.04
H -0.20 -1.01 -0.18
H 0.12 -0.93 -0.58
H 1.03 -1.48 0.08
C -0.51 -0.18 1.38

SMILES: NCCCC[C@H](N)C(=O)N1CCC[C@H]1C(=O)O
Frontier orbital gap in Ha: 0.359
Total charge: 0
LUMO energy in eV: 0.69

Entry from the OMol25 dataset: C3H2F4O3S in the gas phase (ωB97M-V/def2-TZVPD).

Last column: natural (NBO) charge in e.
Cartesian coordinates (Å):
C: -1.39251 -0.53958 1.90473  0.79
H: 0.91515 1.16617 -0.05380  0.21
S: -0.02036 0.65829 3.14015  2.10
F: -1.59535 -1.71567 1.22637  -0.33
F: -2.64742 -0.05699 2.05110  -0.31
F: 1.37909 -0.59485 0.78405  -0.31
O: -0.83268 1.46999 4.00649  -0.85
O: 1.37160 0.45467 3.39649  -0.85
F: -1.50703 1.38711 0.38733  -0.29
O: -0.79289 -0.81500 3.03164  -0.61
C: 0.49348 0.18913 0.18560  -0.05
C: -0.65038 0.47965 0.99844  0.29
H: 0.27061 -0.22545 -0.86568  0.21

Atomic forces in eV per Å
C -3.40 -2.11 -4.61
H 0.42 0.20 0.09
S 0.74 1.84 0.03
F 0.44 0.06 0.00
F 0.01 0.28 0.62
F 0.93 -1.03 0.82
O 0.60 -0.43 -0.76
O -0.63 -0.01 -0.03
F 1.84 -1.49 1.29
O 1.42 0.74 1.12
C 0.60 0.55 -3.61
C -2.61 1.14 3.44
H -0.34 0.28 1.58

Frontier orbital gap in Ha: 0.363
Total charge: 0
LUMO energy in eV: -1.17

Entry from the OMol25 dataset: a molecular structure, C35H49N2OPTeW (ωB97M-V/def2-TZVPD).

Last column: Mulliken spin population.
Cartesian coordinates (Å):
H: -3.05181 2.87268 -0.60709  0.00
C: -3.42102 -0.53221 0.55782  0.00
H: -1.23413 -1.23853 3.83364  0.00
H: 0.65125 -3.90374 3.18404  0.00
N: 0.63321 -1.13559 -1.89989  0.06
H: 0.53208 4.00078 -2.31439  0.00
H: 2.72958 4.94123 -2.89514  0.00
H: 2.38697 -2.99050 0.87918  0.01
H: 0.94531 -5.07563 1.48924  0.00
C: 3.65736 -0.52108 2.50580  0.01
H: -2.11328 -0.06472 2.85717  -0.01
H: -3.27495 3.18826 3.36794  0.00
C: -2.38316 3.44800 2.81253  0.00
C: -0.11069 4.16552 1.36408  0.00
C: -0.81655 3.00488 1.03300  0.01
C: 3.04914 -1.69726 -2.13292  -0.05
C: -1.95911 2.65328 1.76384  -0.01
H: -3.18016 0.34642 -0.04174  0.00
H: -0.50807 -5.86537 0.93708  0.00
H: 1.53916 1.42052 4.18940  0.00
C: 2.49903 2.13666 -0.24530  0.03
C: -0.80887 -4.10599 -1.84435  -0.01
H: 1.54654 1.87652 2.45596  0.00
C: 1.42293 3.61518 -1.83402  0.00
C: 3.28254 -1.94744 -0.65842  0.06
H: -2.92684 -1.49989 3.48106  0.00
N: 2.08340 -2.60986 -0.01746  0.08
H: 1.88525 -0.48516 -3.47410  0.01
C: -0.56631 -3.76593 0.64039  -0.03
C: 3.73032 2.67346 -0.57687  0.01
C: -0.94034 1.62762 -2.97401  0.00
H: 1.88068 -3.44593 -0.57043  0.01
H: 2.83034 -2.63840 -2.65151  0.00
H: -0.66919 -3.08334 4.01088  0.00
H: -4.27583 -1.01131 0.07228  0.00
H: -1.97562 -1.89922 -2.79668  0.00
H: -0.06654 -0.45746 -2.21936  0.00
H: -1.27690 -3.69795 -2.73302  0.00
H: -3.73513 -0.22107 1.54722  0.00
C: -0.83807 -3.06057 1.84204  -0.01
H: -0.00298 5.86156 2.66690  0.00
C: -2.70796 2.47636 -1.55437  -0.01
H: 4.63113 2.32813 -0.08532  0.00
C: -1.98831 -1.12617 3.06040  0.02
H: -4.59254 2.80663 -2.52191  0.00
H: -3.53043 -2.12826 -2.03562  0.00
C: -1.81223 1.60672 -4.04949  0.00
H: 2.19763 0.27881 -1.91164  -0.03
H: 4.14127 -2.60238 -0.51105  0.00
C: 1.97242 -0.66702 -2.40230  0.06
H: 3.98283 -1.34021 -2.57045  0.00
H: 0.41312 -1.98979 -2.41494  0.01
H: 4.02155 -0.20779 3.48339  0.00
H: 0.66063 -5.33358 -0.24231  0.00
C: -0.54478 4.95884 2.41848  0.00
H: -3.81114 2.01347 -4.72297  0.00
H: 0.76718 4.46170 0.80466  0.00
C: -3.57710 2.45125 -2.63816  0.00
H: 2.42636 1.35790 0.50694  -0.03
H: 3.86129 0.24530 1.76430  0.00
C: -1.38929 2.04290 -1.70812  0.00
W: 0.24055 -1.42173 0.25814  1.62
P: -0.25229 2.02850 -0.33439  -0.02
C: 0.19580 -5.05905 0.70102  0.00
H: 0.02786 1.34198 3.23791  0.00
H: 3.46105 -1.01280 -0.12847  -0.03
H: 0.25398 -4.26030 -2.04949  0.00
O: -0.08728 0.52182 0.17670  0.01
C: 1.33984 2.59762 -0.88047  0.00
C: -1.92272 -2.14445 -0.63124  0.10
H: -1.45733 1.31982 -5.03092  0.00
C: 1.10807 1.22857 3.20826  0.00
H: -2.53086 1.77396 1.49964  0.00
H: -0.93802 -4.63471 3.24149  0.00
C: 2.66277 4.15101 -2.15932  0.00
C: -1.06429 -3.29080 -0.60283  0.05
C: -1.65756 -1.88279 1.80222  0.13
C: -2.55099 -1.65594 -1.90816  -0.01
C: 3.80992 3.68154 -1.53535  0.00
Te: 1.56280 -0.79594 2.78038  -0.05
H: -1.23027 -5.10417 -1.69981  0.00
C: -1.67305 4.60188 3.14090  0.00
H: -2.01159 5.22760 3.95640  0.00
H: 4.12008 -1.47017 2.24640  0.00
C: -3.13536 2.00893 -3.87751  0.00
C: -2.30236 -1.52278 0.58857  -0.03
H: 4.77158 4.10843 -1.78886  0.00
C: -0.41424 -3.67836 3.14336  -0.01
H: 0.11084 1.40943 -3.14265  0.00
H: -2.70812 -0.57835 -1.88628  0.00

Atomic forces in eV per Å
H 0.00 -0.01 -0.01
C 0.01 0.01 0.00
H 0.02 0.00 0.00
H 0.00 0.01 0.01
N 0.03 0.04 -0.08
H -0.01 0.00 0.00
H 0.00 0.00 0.00
H 0.01 -0.01 -0.01
H 0.01 0.00 -0.02
C -0.01 0.03 0.00
H -0.01 0.01 0.02
H 0.00 0.00 0.00
C 0.00 0.00 0.00
C -0.03 0.02 0.01
C 0.06 0.04 -0.02
C -0.04 -0.02 0.00
C -0.02 -0.01 0.02
H 0.02 0.02 0.00
H -0.01 0.01 0.00
H -0.01 0.00 0.00
C -0.02 0.04 -0.02
C 0.00 -0.01 0.01
H -0.01 0.01 0.01
C 0.04 -0.01 0.00
C 0.01 0.00 -0.02
H 0.00 0.00 -0.01
N 0.01 -0.06 0.04
H -0.02 0.00 0.00
C 0.03 0.01 -0.02
C 0.00 -0.01 0.01
C -0.01 0.00 0.02
H 0.02 0.00 -0.01
H 0.00 0.00 0.00
H 0.00 0.01 0.01
H -0.01 0.02 0.02
H 0.01 0.01 0.00
H 0.00 0.01 0.03
H 0.00 0.00 0.00
H -0.01 0.00 0.00
C -0.02 0.03 -0.01
H 0.00 0.00 0.00
C -0.02 0.02 0.03
H 0.01 0.01 -0.01
C -0.01 -0.01 -0.01
H 0.00 0.00 0.01
H 0.00 0.00 0.02
C 0.01 0.00 0.01
H 0.00 0.00 0.00
H 0.01 0.00 0.00
C 0.03 -0.02 -0.01
H 0.01 0.01 0.01
H 0.00 -0.01 0.01
H 0.00 -0.01 0.00
H 0.01 -0.01 0.00
C 0.02 0.00 -0.02
H 0.00 0.00 0.00
H 0.00 0.00 0.00
C -0.01 0.00 0.00
H -0.01 -0.01 -0.01
H 0.01 -0.01 0.00
C 0.05 -0.04 -0.01
W -0.01 0.07 0.07
P 0.04 0.05 -0.04
C -0.01 -0.01 0.00
H -0.01 0.01 0.00
H 0.01 0.00 0.00
H 0.00 0.00 -0.01
O -0.13 -0.06 -0.02
C -0.02 0.00 0.03
C -0.04 -0.02 0.01
H -0.01 0.00 0.00
C 0.03 0.01 0.01
H 0.00 -0.02 0.00
H 0.00 0.00 0.00
C -0.03 0.00 0.00
C 0.02 -0.01 0.00
C -0.01 -0.01 0.04
C -0.01 -0.02 0.01
C 0.02 0.01 -0.01
Te -0.02 -0.03 -0.02
H -0.01 0.00 -0.01
C -0.01 -0.01 0.00
H 0.00 0.00 0.00
H 0.01 0.00 0.00
C 0.01 0.00 -0.01
C 0.02 -0.07 -0.07
H 0.00 0.00 0.01
C 0.01 -0.01 0.01
H -0.01 0.01 0.02
H -0.01 0.01 -0.03

Spin multiplicity: 3
Frontier orbital gap (spin up / spin down) in Ha: 0.265 / 0.224
Total charge: +4
<S²>: 2.02
LUMO energy (spin up / spin down) in eV: -12.18 / -13.32

Listing M for the structures above in their given order: 73.035; 243.307; 194.105; 856.204 g mol⁻¹.
Listing relative energy (zero: lowest compared OMol25 entry of this formula, charge and spin) for the structures above in their given order: 37.2; 66.7; 41.0; 0.0 kcal per mole.
Listing max |F| for the structures above in their given order: 5.7; 4.6; 6.1; 0.1 eV/Å.